[1]
C11H10N2 | ωB97M-V with the def2-TZVPD basis set

Properties
SMILES: Cc1ccc(-c2cccnc2)nc1
lowest unoccupied orbital energy: 0.45 eV
frontier orbital gap: 9.19 eV
ΔE to the lowest compared entry with this formula, charge and spin: 4.1245 eV

Each line ends with the natural charge from an NBO analysis.
Positions of all 23 atoms, in Å:
C  1.2763  -0.8514  -3.8397  -0.66
C  0.7693  -0.6060  -2.3766  -0.10
C  1.2034  -1.3155  -1.2601  -0.15
C  0.8737  -0.8355  0.0148  -0.23
C  -0.1326  0.1803  -0.0533  0.19
C  -0.1794  0.4197  -2.2095  0.06
C  -0.3702  0.4935  1.3640  -0.10
C  -1.6529  0.9991  1.6804  -0.15
C  -1.8934  1.1966  2.9737  -0.24
C  -1.0882  0.7018  3.9540  0.03
C  0.4665  0.3487  2.4688  0.03
H  0.3709  -0.4760  -4.3923  0.21
H  2.0824  0.0309  -4.2003  0.23
H  1.4446  -1.9509  -4.5238  0.25
H  2.1107  -2.1225  -1.3994  0.22
H  1.1142  -1.3613  0.9615  0.23
H  -0.6446  0.7978  -3.2075  0.19
H  -2.3131  0.8648  0.8711  0.23
H  -2.7714  1.7662  3.3355  0.21
H  -1.6019  0.7815  4.8506  0.19
H  1.3682  -0.2625  2.2966  0.17
N  -0.6008  0.8421  -1.0391  -0.42
N  0.1682  0.3588  3.7306  -0.40


[2]
C11H10N3 | ωB97M-V with the def2-TZVPD basis set

Properties
net charge: +1
lowest unoccupied orbital energy (alpha / beta): -5.26 / -5.31 eV
frontier orbital gap (alpha / beta): 7.44 / 6.24 eV
ΔE to the lowest compared entry with this formula, charge and spin: 3.8435 eV

Each line ends with the natural charge from an NBO analysis.
Positions of all 24 atoms, in Å:
C  2.6366  -1.9569  -0.3423  -0.14
C  3.4271  -0.8064  -0.5818  -0.20
C  1.3346  -1.8315  0.0535  -0.19
C  -1.6726  -1.3742  1.0579  -0.02
C  2.9036  0.4417  -0.3007  0.02
C  -0.7412  -0.4691  0.3123  -0.34
C  0.7255  -0.5581  0.1822  0.24
C  -1.6286  0.2847  -0.4720  0.37
C  1.3293  1.8093  0.4917  0.37
C  1.0981  3.0825  0.6638  -0.39
C  -4.1497  0.3542  -0.9067  -0.41
N  -2.8941  -1.0360  0.7651  -0.20
N  -2.8922  -0.1382  -0.1959  -0.22
N  1.5796  0.5657  0.1829  -0.33
H  3.0878  -2.8925  -0.2474  0.24
H  4.4789  -0.9037  -0.7852  0.26
H  0.7239  -2.7295  0.1258  0.26
H  -1.6500  -1.9594  1.9264  0.24
H  3.5173  1.3020  -0.3617  0.25
H  0.6869  3.6244  -0.0743  0.24
H  1.3681  3.6008  1.5186  0.25
H  -5.0159  -0.2819  -0.5375  0.26
H  -4.1725  1.4179  -0.5202  0.22
H  -4.0805  0.4544  -1.9544  0.23


[3]
C11H10N3OPt | ωB97M-V with the def2-TZVPD basis set

Properties
net charge: +1
lowest unoccupied orbital energy: -5.40 eV
frontier orbital gap: 8.13 eV
ΔE to the lowest compared entry with this formula, charge and spin: 1.0361 eV

Each line ends with the natural charge from an NBO analysis.
Positions of all 26 atoms, in Å:
Pt  -0.3534  -0.1356  0.3188  0.87
C  1.1940  2.6990  -1.6636  -0.66
C  0.4388  1.4087  -1.6370  0.09
C  1.0564  0.1926  -1.8751  -0.24
C  0.3056  -0.9941  -1.7319  -0.15
C  -1.1088  -0.9829  -1.5877  -0.29
C  -1.7619  0.2608  -1.4527  -0.20
C  -0.9652  1.4073  -1.3236  -0.29
H  1.2023  3.0842  -2.6863  0.26
H  2.2275  2.5631  -1.3524  0.25
H  0.7252  3.4499  -1.0306  0.24
H  2.1230  0.1266  -2.0419  0.27
H  0.8068  -1.9530  -1.7886  0.27
H  -1.6654  -1.9095  -1.6046  0.28
H  -2.8339  0.3063  -1.3214  0.28
H  -1.4347  2.3522  -1.0841  0.27
N  -1.3026  -0.7744  3.3904  -0.87
C  -0.2831  -0.4323  2.5032  0.64
O  0.0351  0.7506  2.1664  -0.53
C  0.4570  -1.4629  1.7573  -0.41
C  1.8910  -1.2966  1.6342  0.24
N  3.0145  -1.1145  1.4919  -0.21
C  -0.0242  -2.8208  1.8010  0.24
N  -0.3813  -3.9098  1.7772  -0.19
H  -1.1465  -0.3273  4.2917  0.42
H  -2.2161  -0.4875  3.0493  0.41


[4]
C11H10N4O2 | ωB97M-V with the def2-TZVPD basis set

Properties
SMILES: O=c1cc(/N=N/Cc2ccccc2)[nH]c(=O)[nH]1
lowest unoccupied orbital energy: -1.12 eV
frontier orbital gap: 8.16 eV

Each line ends with the natural charge from an NBO analysis.
Positions of all 27 atoms, in Å:
O  2.3908  -3.6445  3.6314  -0.60
O  -0.4437  -0.5548  4.7204  -0.63
N  -0.1177  -1.4520  0.3321  -0.17
N  -0.6702  -0.3106  0.1348  -0.11
C  1.7444  -2.6762  3.1893  0.61
C  0.3946  -0.8958  3.9014  0.77
C  1.4000  -2.4806  1.7918  -0.36
C  0.5009  -1.4543  1.6062  0.35
C  0.1520  2.9501  -3.4814  -0.17
C  -1.1657  3.0518  -3.1272  -0.24
C  0.9825  1.7411  -3.1562  -0.21
C  -1.7244  2.0838  -2.2668  -0.17
C  0.3534  0.7975  -2.3085  -0.21
C  -0.9437  0.9308  -1.7826  -0.06
N  1.3495  -1.7937  4.2118  -0.61
N  0.0296  -0.6816  2.6280  -0.59
C  -1.5352  -0.1581  -1.0323  -0.30
H  1.8948  -3.1619  1.0498  0.27
H  0.4532  3.6562  -4.1774  0.20
H  -1.5347  3.9561  -3.4517  0.22
H  1.8163  1.5085  -3.9187  0.24
H  -2.6964  2.3197  -1.8447  0.21
H  0.8266  -0.2392  -2.1432  0.22
H  1.5475  -2.0484  5.1508  0.44
H  -0.8865  -0.3097  2.5177  0.44
H  -2.5266  -0.0362  -0.5675  0.24
H  -1.5914  -1.0982  -1.6073  0.21


[5]
C11H10N4O4S | ωB97M-V with the def2-TZVPD basis set

Properties
SMILES: COC(=O)c1cc(C(=O)OC)cc(-n2nnnc2S)c1
lowest unoccupied orbital energy: -0.37 eV
frontier orbital gap: 9.30 eV
ΔE to the lowest compared entry with this formula, charge and spin: 0.0000 eV

Each line ends with the natural charge from an NBO analysis.
Positions of all 30 atoms, in Å:
O  -1.9252  2.1885  2.2130  -0.59
O  0.9450  -2.1819  -2.4450  -0.58
N  4.1994  2.5650  1.8218  -0.05
N  3.0389  2.0261  1.9145  -0.05
N  4.8165  2.1834  0.6660  -0.32
O  -3.2044  0.4643  1.5122  -0.51
O  -1.2923  -2.4093  -1.9499  -0.51
S  4.3838  0.6596  -1.4943  0.07
C  -2.0491  1.1579  1.5831  0.77
C  -0.0319  -1.8768  -1.7893  0.78
C  3.9923  1.4052  0.0588  0.20
C  -0.9834  -0.2889  -0.1017  -0.13
C  0.4441  1.2341  1.1443  -0.13
C  1.3885  -0.2472  -0.5115  -0.11
C  -0.8291  0.7128  0.8823  -0.15
C  0.1091  -0.7564  -0.7781  -0.17
C  1.5912  0.7738  0.4533  0.10
N  2.8561  1.3229  0.8103  -0.22
C  -4.4023  1.0879  2.0468  -0.26
C  -1.3109  -3.6549  -2.7315  -0.27
H  5.5428  1.2484  -1.5705  0.16
H  -1.9675  -0.6765  -0.2932  0.25
H  0.5153  1.9599  1.9441  0.27
H  2.2311  -0.6312  -1.0606  0.24
H  -5.2072  0.3522  2.0586  0.20
H  -4.2301  1.4095  3.0694  0.20
H  -4.6739  1.9596  1.4190  0.20
H  -2.3376  -4.0022  -2.7989  0.20
H  -0.9358  -3.5543  -3.7745  0.20
H  -0.6735  -4.4316  -2.2988  0.20


[6]
C11H110ClNO43P | ωB97M-V with the def2-TZVPD basis set

Properties
net charge: +1
lowest unoccupied orbital energy: -2.84 eV
frontier orbital gap: 8.05 eV

Each line ends with the Mulliken charge.
Positions of all 167 atoms, in Å:
C  -0.9527  -2.9886  -1.9409  -0.39
C  0.5414  -2.6877  -2.1038  -0.04
P  1.6853  -3.4830  -0.8699  -0.49
C  0.6498  -4.7987  -0.1115  -1.00
C  1.8433  -2.2782  0.5411  0.62
C  2.8693  -1.1623  0.2625  -1.95
C  2.2993  0.1074  -0.3706  -0.63
C  1.0471  0.6632  0.3304  0.16
C  1.1764  2.0597  0.9490  -1.90
C  1.8658  3.0873  0.0688  0.87
C  1.0525  3.4274  -1.1846  -0.98
Cl  2.0492  4.5722  1.1035  -0.21
N  0.6446  -0.2555  1.4610  0.02
C  0.5048  -1.6882  1.0263  -0.88
H  -1.3515  -2.5953  -1.0039  0.41
H  -1.1748  -4.0519  -1.9758  -0.10
H  -1.5396  -2.5212  -2.7303  -0.27
H  0.6911  -1.6043  -2.0810  0.02
H  0.8676  -3.0213  -3.0891  0.64
H  0.2043  -4.5017  0.8346  0.12
H  1.3010  -5.6483  0.0939  0.77
H  -0.1265  -5.1509  -0.7847  0.32
H  2.2498  -2.8807  1.3565  0.50
H  3.3426  -0.8899  1.2116  0.42
H  3.6568  -1.5572  -0.3783  0.56
H  3.0961  0.8462  -0.4061  0.52
H  2.0349  -0.1068  -1.4066  0.33
H  0.2014  0.6115  -0.3553  0.25
H  1.6458  1.9397  1.9272  0.40
H  0.1722  2.4490  1.1378  0.44
H  2.8847  2.8258  -0.1964  0.38
H  1.4919  2.9666  -2.0698  0.28
H  0.0089  3.1323  -1.0687  0.25
H  1.0490  4.5018  -1.3623  0.19
H  -0.2736  0.0793  1.7785  0.61
H  1.2833  -0.1530  2.2556  0.59
H  -0.2832  -1.6995  0.2777  -0.44
H  0.1416  -2.2505  1.8861  0.47
O  -3.9133  -3.1137  -3.1475  -0.27
H  -4.2847  -3.8389  -3.6670  0.38
H  -4.2022  -3.2767  -2.2436  0.10
O  1.7419  -6.4800  -2.7949  -0.58
H  1.8421  -6.2026  -3.7144  0.33
H  2.0115  -5.7212  -2.2652  0.35
O  2.0594  6.7622  -1.4582  -0.57
H  2.4824  6.3513  -0.6982  0.22
H  1.5774  7.5218  -1.0928  0.31
O  -1.7852  -5.8460  1.3147  -0.43
H  -2.0333  -6.6060  0.7716  0.25
H  -2.3945  -5.9208  2.0624  0.24
O  0.0068  8.7924  -0.9465  -0.63
H  -0.6890  8.6896  -1.6091  0.31
H  -0.4818  8.9087  -0.1251  0.28
O  3.6729  1.3079  3.2785  -0.56
H  4.6326  1.1675  3.2799  0.33
H  3.5573  2.1110  2.7612  0.31
O  -0.6939  11.8897  -1.7593  -0.63
H  -0.6092  10.9294  -1.7316  0.32
H  0.1720  12.2136  -1.4752  0.37
O  1.9072  12.8683  -0.5642  -0.66
H  2.4279  12.5597  0.1837  0.32
H  1.4827  13.6756  -0.2528  0.32
O  -3.1754  -5.4594  -1.3015  -0.47
H  -3.1557  -5.2062  -2.2309  0.27
H  -2.8490  -4.6899  -0.8214  0.15
O  -4.1368  -6.8212  2.6888  -0.57
H  -4.5002  -7.3630  1.9786  0.28
H  -4.7073  -6.9622  3.4496  0.25
O  -2.8062  8.2808  -1.4050  -0.61
H  -3.4569  8.1965  -2.1118  0.29
H  -3.3293  8.4004  -0.6039  0.31
O  6.3431  2.0594  4.2661  -0.64
H  6.7102  1.6035  5.0301  0.30
H  5.9520  2.8541  4.6444  0.30
O  -2.3393  -0.1790  -4.5768  -0.69
H  -2.5543  -0.9605  -4.0505  0.43
H  -1.5926  0.2262  -4.1269  0.27
O  -5.2827  0.0583  -4.3276  -0.63
H  -4.3644  -0.0284  -4.6136  0.27
H  -5.5576  0.9104  -4.6846  0.30
O  0.9878  10.4839  -4.0406  -0.66
H  1.5218  10.2010  -3.2903  0.29
H  0.5247  11.2693  -3.7199  0.33
O  -4.0639  -2.3905  -0.2491  -0.67
H  -4.4479  -2.1642  0.6119  0.25
H  -4.2825  -1.6345  -0.8097  0.29
O  -2.1745  5.2592  -0.8399  -0.57
H  -2.1738  6.2220  -0.9372  0.34
H  -2.9092  4.9660  -1.3877  0.28
O  2.1176  -5.6664  2.7129  -0.58
H  2.1400  -5.1501  3.5292  0.31
H  1.1916  -5.6724  2.4444  0.29
O  2.9950  -4.6689  5.6901  -0.66
H  3.0285  -5.6349  5.6383  0.34
H  3.8084  -4.4391  6.1488  0.31
O  -3.0308  -8.4176  0.3612  -0.53
H  -2.1274  -8.7146  0.5118  0.22
H  -3.4291  -9.1870  -0.0623  0.26
O  3.3443  -6.7979  -5.3315  -0.65
H  3.3233  -7.7473  -5.4886  0.32
H  4.2067  -6.6357  -4.9366  0.32
O  2.3049  8.5370  -5.8623  -0.61
H  2.8053  8.2253  -5.1033  0.28
H  1.8509  9.3258  -5.5419  0.37
O  -0.2852  6.1759  3.2641  -0.66
H  -1.2256  6.0550  3.0880  0.33
H  0.1489  5.6569  2.5781  0.28
O  -7.0316  -3.3024  -0.5020  -0.68
H  -7.0424  -4.2450  -0.7259  0.35
H  -6.1199  -3.0944  -0.2706  0.45
O  1.0036  6.2090  -4.2786  -0.58
H  1.4871  5.9410  -3.4881  0.26
H  0.6057  7.0513  -4.0392  0.28
O  -1.1296  -9.1919  -1.8691  -0.60
H  -1.8966  -8.7990  -2.3049  0.33
H  -0.3991  -8.6006  -2.0826  0.29
O  -4.3525  -1.0646  2.2234  -0.64
H  -3.8439  -1.6663  2.7801  0.31
H  -4.5600  -0.3174  2.7961  0.28
O  7.7026  4.5063  5.3885  -0.63
H  8.6576  4.3391  5.3878  0.29
H  7.5821  5.3025  4.8585  0.34
O  -1.9061  0.6990  1.4581  -0.66
H  -2.5266  -0.0115  1.2414  0.35
H  -1.7050  1.1238  0.6167  0.33
O  -4.7198  -3.6287  -5.8176  -0.62
H  -4.9239  -3.3101  -6.7074  0.29
H  -4.3763  -2.8522  -5.3632  0.29
O  -7.9860  -5.8488  -1.4105  -0.69
H  -8.7370  -5.7074  -1.9959  0.31
H  -8.3801  -5.8929  -0.5279  0.33
O  -3.4300  -7.7729  -3.4745  -0.65
H  -3.9865  -7.5200  -2.7273  0.32
H  -3.6351  -7.1408  -4.1709  0.30
O  10.0379  3.0679  6.4690  -0.67
H  9.7431  2.1561  6.5590  0.33
H  9.9691  3.4225  7.3682  0.38
O  -0.6235  4.6671  -6.1976  -0.62
H  -0.9415  4.1383  -5.4617  0.27
H  0.0673  5.2199  -5.8040  0.37
O  -5.1019  -3.4058  -8.9268  -0.62
H  -5.4236  -4.2702  -9.2019  0.31
H  -4.5938  -3.0822  -9.6768  0.31
O  -2.6915  -11.3144  0.6311  -0.59
H  -2.8070  -12.2109  0.2995  0.29
H  -1.7420  -11.1650  0.5648  0.31
O  6.5400  6.4861  7.4621  -0.64
H  5.5878  6.4001  7.3628  0.30
H  6.9220  5.9255  6.7753  0.36
O  -9.0836  -4.1203  1.2543  -0.63
H  -9.9651  -3.7417  1.1889  0.31
H  -8.4987  -3.4907  0.8033  0.36
O  9.3236  4.8205  8.6919  -0.68
H  8.6512  5.1178  9.3137  0.33
H  9.3050  5.4867  7.9961  0.30
O  11.9856  1.0961  7.6831  -0.64
H  12.0858  1.3637  6.7638  0.32
H  12.2310  1.8832  8.1796  0.31
O  -1.6283  5.3545  5.9172  -0.62
H  -1.9381  4.4995  5.6066  0.29
H  -1.1947  5.7596  5.1563  0.36
O  4.2977  -7.1168  4.6745  -0.62
H  4.0036  -7.9664  4.3311  0.31
H  4.7957  -6.7236  3.9509  0.31
O  -7.6150  0.3206  -2.4510  -0.63
H  -7.9243  -0.5782  -2.6006  0.30
H  -6.8089  0.3821  -2.9771  0.37


[7]
C11H11BrN2 | ωB97M-V with the def2-TZVPD basis set

Properties
lowest unoccupied orbital energy: -0.06 eV
frontier orbital gap: 8.12 eV
ΔE to the lowest compared entry with this formula, charge and spin: 2.7886 eV

Each line ends with the natural charge from an NBO analysis.
Positions of all 25 atoms, in Å:
C  2.0127  -2.1449  0.1347  0.00
C  -0.2181  1.8243  -0.3988  -0.17
C  -1.5569  1.6632  -0.6028  -0.27
C  0.5548  0.6663  -0.0890  0.08
C  0.0083  -0.6272  0.0212  0.20
C  -2.0460  0.3185  -0.5414  0.24
C  0.6525  -1.9533  0.2988  -0.30
C  2.7479  -0.1834  0.0008  0.16
C  -3.4815  -0.0769  -0.7772  -0.66
C  -0.0022  -3.2489  0.4634  -0.64
C  2.3470  2.0990  0.7660  -0.47
N  -1.3208  -0.7430  -0.1920  -0.44
N  1.9657  0.9026  0.1203  -0.42
Br  4.5607  0.1267  0.0409  0.13
H  0.2913  2.7494  -0.4649  0.22
H  -2.0148  2.5274  -0.9431  0.22
H  -3.9270  0.5431  -1.6011  0.22
H  -3.3756  -1.2448  -0.9002  0.25
H  -4.2386  0.0551  0.0168  0.23
H  0.7198  -3.9476  0.0856  0.24
H  -1.0244  -3.3496  0.0124  0.24
H  -0.3298  -3.3693  1.5023  0.22
H  1.6173  2.4707  1.5198  0.23
H  3.3050  1.9326  1.3591  0.24
H  2.7527  3.0101  0.1683  0.23